Below is C31H50AuO3P2 as an isolated structure in a non-equilibrium geometry, with properties calculated with the ωB97M-V functional and the def2-TZVPD basis.

The value obtained for the gap between HOMO and LUMO (alpha / beta) is 0.135 / 0.105 hartree. As for the expectation value of S²: 2.00. The calculation puts the total energy at -2254.86525 hartree. The value obtained for the LUMO energy (alpha / beta) is -4.903 / -5.697 eV.

```
! RIJCOSX wB97M-V def2-TZVPD def2/J DEFGRID3
* xyz 1 3
Au 1.1741 3.2151 -1.1350
C 2.5131 -0.1462 1.8274
C 2.2088 1.2398 1.7716
C 0.3659 0.1525 2.5967
C 1.3918 -0.8101 2.3922
C 0.8627 1.4157 2.1713
C 3.7871 -0.7401 1.3741
H 4.0081 -0.4409 0.3368
H 3.7532 -1.8340 1.4151
H 4.6272 -0.3947 1.9953
C 1.2716 -2.2377 2.7401
H 2.2072 -2.7760 2.5573
H 0.4659 -2.7094 2.1591
H 1.0061 -2.3635 3.8004
C -0.9628 -0.1509 3.1635
H -0.8641 -0.6499 4.1432
H -1.5115 -0.8457 2.5049
H -1.5615 0.7585 3.3016
C 0.1292 2.6906 2.1053
H 0.7440 3.5204 2.4748
H -0.7945 2.6531 2.6906
H -0.1271 2.9357 1.0553
C 3.1474 2.3059 1.3735
H 4.1623 2.0854 1.7368
H 2.8317 3.2748 1.7798
H 3.1915 2.4083 0.2748
C 1.5598 2.4462 -2.9815
C 2.7948 2.6876 -2.2439
C 3.6907 3.8525 -2.5848
C 3.2525 5.1868 -1.9139
C 1.8998 5.1447 -1.2592
C 0.7306 4.9329 -2.0948
C 0.8706 4.8293 -3.6030
C 1.1686 3.3840 -4.1041
H 3.8101 4.0156 -3.6694
H 3.3022 5.9980 -2.6472
H 4.7174 3.6313 -2.2249
H 1.9308 3.3942 -4.9018
H 1.2373 1.4014 -3.0508
H 3.3281 1.8032 -1.8992
H 0.2429 3.0060 -4.5550
H -0.0800 5.1494 -4.0471
H -0.2044 5.3710 -1.7231
H 1.6516 5.5182 -3.9594
H 4.0181 5.4626 -1.1685
H 1.7774 5.7554 -0.3658
P 1.0380 -1.8386 -2.0116
C 1.5130 -3.1235 -0.7756
H 1.5564 -4.1417 -1.1792
H 0.7657 -3.0941 0.0266
H 2.4889 -2.8517 -0.3529
C -0.4763 -2.5861 -2.7223
H -0.3004 -3.5595 -3.1887
H -0.8581 -1.8866 -3.4755
H -1.2199 -2.7105 -1.9258
C 2.2700 -2.2016 -3.3314
H 2.2419 -1.3427 -4.0119
H 2.0588 -3.1190 -3.8930
H 3.2703 -2.2532 -2.8851
P -3.4163 1.4426 -0.2051
C -4.4555 1.8054 1.2875
H -5.5161 1.7082 1.0387
H -4.2302 2.8431 1.5762
H -4.1703 1.1381 2.1119
C -4.6241 1.9691 -1.4996
H -4.2588 2.9338 -1.8808
H -5.6219 2.0923 -1.0619
H -4.6376 1.2454 -2.3232
C -3.6381 -0.3885 -0.2756
H -4.6969 -0.6707 -0.2773
H -3.1141 -0.8501 0.5703
H -3.1410 -0.7570 -1.1804
O -2.7073 -6.3983 0.4345
C -2.7087 -5.8528 1.6336
C -3.1873 -6.5800 2.7522
C -3.2403 -5.9661 3.9894
C -2.8089 -4.6481 4.1659
C -2.3152 -3.9317 3.0714
C -2.2549 -4.5084 1.8011
C -1.7903 -3.7416 0.6070
O -1.8591 -4.3490 -0.5301
O -1.3623 -2.5699 0.7618
H -2.3369 -5.5839 -0.2057
H -3.5215 -7.6025 2.5983
H -3.6299 -6.5222 4.8416
H -2.8560 -4.1687 5.1433
H -1.9748 -2.9069 3.1729
*
```

=====

Below is C31H50Br20INO3 as an isolated structure in a non-equilibrium geometry, with properties calculated with the ωB97M-V functional and the def2-TZVPD basis.

The value obtained for the gap between HOMO and LUMO is 0.205 hartree. The calculation puts the total energy at -53269.12776 hartree. The value obtained for the LUMO energy is -1.842 eV.

```
! RIJCOSX wB97M-V def2-TZVPD def2/J DEFGRID3
* xyz 0 1
O -1.1646 -1.8347 2.5322
C -1.6907 -1.2730 3.6275
C -2.9180 -0.1865 3.6677
C -4.0423 0.2617 2.5608
C -5.1760 1.3888 2.9811
C -5.1128 2.0347 4.5025
C -6.2432 3.1277 4.9744
C -7.7929 2.5211 4.9894
C -7.8611 0.8834 5.0367
O -9.1445 0.3304 5.5033
C -3.9591 1.6223 5.6367
C -2.8652 0.4873 5.1612
C -1.6262 -0.2064 5.9803
O -1.0790 0.2376 7.1160
N -1.3098 -1.4069 5.1019
I 0.7133 -1.8560 4.9917
H -4.0604 -0.2417 1.4985
H -6.0483 1.7644 2.2842
H -6.2321 4.0883 4.2726
H -6.0265 3.5372 6.0709
H -8.3718 3.0643 5.8605
H -8.2675 2.8635 3.9494
H -7.6926 0.5013 3.9192
H -7.0177 0.3742 5.6856
H -9.0173 -0.6740 5.5078
H -3.9086 2.0989 6.7171
Br 1.7200 1.4019 -0.5246
C 1.3400 1.9390 1.3119
C 1.6796 0.8350 2.2862
Br 0.3209 -0.5642 2.2685
H 0.2902 2.2412 1.3455
H 1.9717 2.8156 1.4874
H 1.6833 1.2150 3.3120
H 2.6383 0.3521 2.0784
Br 2.6552 -0.0413 -3.8844
C 3.1687 1.4809 -4.9911
C 4.5878 1.9129 -4.7028
Br 4.6948 2.9148 -3.0329
H 2.4304 2.2673 -4.8151
H 3.0761 1.1258 -6.0224
H 4.9434 2.6040 -5.4726
H 5.2877 1.0770 -4.6193
Br 6.9064 1.1172 -7.3831
C 5.3782 0.9190 -8.5792
C 5.2464 2.1096 -9.5004
Br 4.4905 3.6450 -8.5650
H 4.4993 0.7563 -7.9503
H 5.5829 0.0092 -9.1524
H 4.5420 1.8941 -10.3092
H 6.1982 2.4340 -9.9297
Br 2.7258 -4.8754 -2.4018
C 1.8622 -3.6866 -1.1186
C 2.5691 -2.3530 -1.0466
Br 4.2222 -2.4853 -0.0201
H 1.8328 -4.2156 -0.1627
H 0.8405 -3.5614 -1.4912
H 1.9580 -1.6222 -0.5088
H 2.8335 -1.9481 -2.0272
Br -1.4427 -4.0919 -6.1244
C -1.6577 -2.2894 -5.4100
C -0.7732 -2.0695 -4.2046
Br -1.5121 -2.9342 -2.6203
H -2.7215 -2.1541 -5.1994
H -1.3661 -1.6234 -6.2284
H -0.7246 -1.0063 -3.9520
H 0.2418 -2.4547 -4.3347
Br 0.6899 6.1796 -2.8402
C 2.6089 6.4682 -3.0394
C 2.9275 7.1395 -4.3551
Br 2.8245 5.8743 -5.8358
H 3.0923 5.4955 -2.9190
H 2.8871 7.1137 -2.2002
H 3.9596 7.5022 -4.3620
H 2.2543 7.9671 -4.5947
Br 4.8547 -1.5969 -10.8221
C 3.0956 -1.4401 -11.6506
C 3.1902 -0.8079 -13.0199
Br 3.4531 1.1203 -12.8900
H 2.4640 -0.8808 -10.9559
H 2.7248 -2.4674 -11.7254
H 2.2503 -0.9308 -13.5661
H 4.0114 -1.2023 -13.6245
Br 0.2246 -4.6338 5.4204
C 0.8003 -4.9827 7.2514
C 1.1530 -6.4392 7.4458
Br -0.4504 -7.5397 7.5940
H -0.0012 -4.6376 7.9094
H 1.6817 -4.3501 7.3968
H 1.6853 -6.5832 8.3906
H 1.7508 -6.8540 6.6297
Br -11.6101 -2.4305 9.8296
C -9.6911 -2.1419 9.6304
C -9.3725 -1.4705 8.3146
Br -9.4755 -2.7358 6.8339
H -9.2077 -3.1146 9.7507
H -9.4129 -1.4964 10.4695
H -8.3404 -1.1079 8.3078
H -10.0457 -0.6429 8.0751
Br 5.6856 1.1708 1.4805
C 7.1918 0.6419 2.6018
C 7.3044 -0.8623 2.6928
Br 5.9656 -1.5979 3.9054
H 7.0542 1.1273 3.5713
H 8.0736 1.0652 2.1102
H 8.2677 -1.1505 3.1238
H 7.1758 -1.3664 1.7311
*
```

=====

Below is C31H50BrN2O2RuSSi as an isolated structure, with properties calculated with the ωB97M-V functional and the def2-TZVPD basis.

For the energy relative to the best compared isomer or geometry (same formula, charge and spin), the calculation gives 0.6 kcal per mole. The value obtained for the gap between HOMO and LUMO is 0.249 hartree. The calculation puts the total energy at -4826.85605 hartree. The value obtained for the LUMO energy is -9.646 eV.

```
! RIJCOSX wB97M-V def2-TZVPD def2/J DEFGRID3
* xyz 3 1
Ru 1.8182 2.3504 1.1778
C -1.7747 -3.5551 2.3822
C -1.6174 -4.7398 1.4064
C -2.7715 -5.7536 1.6127
C -0.2925 -5.4417 1.7284
Si -1.8292 -4.1433 -0.3579
Br 0.7313 0.4373 0.2043
C -3.3846 -3.2189 -0.8401
C -4.1939 -4.3111 -1.5913
C -3.0810 -2.0461 -1.7924
C -4.2386 -2.6807 0.3142
C -0.6477 -4.7281 -1.6861
C -0.9832 -6.2425 -1.7747
C -0.8274 -4.1049 -3.0747
C 0.8220 -4.5440 -1.2594
H -1.5720 -3.9214 3.3913
H -2.7759 -3.1336 2.3830
H -1.0582 -2.7531 2.1792
H -2.7591 -6.0708 2.6585
H -2.6447 -6.6501 1.0020
H -3.7595 -5.3378 1.4148
H -0.3560 -5.8196 2.7514
H 0.5566 -4.7593 1.6842
H -0.0885 -6.2969 1.0865
H -3.6676 -4.7206 -2.4545
H -5.1123 -3.8512 -1.9652
H -4.4909 -5.1357 -0.9391
H -2.7126 -2.3700 -2.7611
H -2.3658 -1.3374 -1.3659
H -4.0120 -1.5007 -1.9628
H -4.5240 -3.4423 1.0374
H -5.1629 -2.2831 -0.1113
H -3.7447 -1.8640 0.8417
H -1.9924 -6.4250 -2.1501
H -0.8637 -6.7696 -0.8272
H -0.2898 -6.7005 -2.4849
H -1.8272 -4.2473 -3.4821
H -0.1320 -4.5999 -3.7563
H -0.5932 -3.0400 -3.0839
H 1.1070 -5.1900 -0.4345
H 1.0512 -3.5098 -0.9871
H 1.4563 -4.8012 -2.1104
C 4.6997 3.8983 1.4564
C 4.6850 2.5390 0.8596
N 3.6089 1.7375 0.6909
C 4.0552 0.5464 0.1064
C 5.3858 0.6414 -0.0600
N 5.7517 1.8904 0.4177
H 3.7437 4.1446 1.9195
H 4.9263 4.6515 0.7008
H 5.4600 3.9626 2.2356
H 3.3844 -0.2584 -0.1246
H 6.1038 -0.0522 -0.4610
H 6.6965 2.2501 0.4437
O 0.5071 3.3807 0.2563
S 0.9122 4.8876 -0.1640
C -0.6773 5.6589 -0.2459
C -0.6541 7.0303 -0.4738
C -1.8639 7.6970 -0.5645
C -3.0556 6.9977 -0.4140
C -3.0496 5.6306 -0.1739
C -1.8508 4.9370 -0.0869
C 1.4332 4.7378 -1.8261
C 2.7420 5.1272 -2.0962
C 3.2013 5.0550 -3.4033
C 2.3558 4.5946 -4.4022
C 1.0467 4.2094 -4.1155
C 0.5681 4.2869 -2.8225
H 0.2794 7.5704 -0.5796
H -1.8752 8.7631 -0.7433
H -3.9971 7.5259 -0.4786
H -3.9828 5.0982 -0.0515
H -1.8353 3.8735 0.1019
H 3.3738 5.5174 -1.3070
H 4.2057 5.3749 -3.6441
H 2.7117 4.5497 -5.4229
H 0.3974 3.8694 -4.9105
H -0.4549 4.0210 -2.5888
C 2.5209 1.3610 4.8274
C 1.2531 1.6992 4.0744
C 0.4267 0.5064 3.6737
O 1.6837 2.5116 2.9055
H 2.2508 0.8409 5.7464
H 3.0760 2.2570 5.0982
H 3.1518 0.6979 4.2326
H 0.6516 2.4269 4.6218
H 1.0233 -0.2226 3.1243
H -0.4376 0.7957 3.0769
H 0.0652 0.0332 4.5871
*
```

=====

Below is C31H51As3N5O4Pd as an isolated structure in a non-equilibrium geometry, with properties calculated with the ωB97M-V functional and the def2-TZVPD basis.

For the energy relative to the best compared isomer or geometry (same formula, charge and spin), the calculation gives 11.0 kcal per mole. The value obtained for the gap between HOMO and LUMO is 0.211 hartree. The calculation puts the total energy at -8621.87638 hartree. The value obtained for the LUMO energy is 2.602 eV.

```
! RIJCOSX wB97M-V def2-TZVPD def2/J DEFGRID3
* xyz -1 1
Pd -0.1781 -0.1610 -0.0069
C -1.6908 -3.4319 -1.0011
As -1.9590 -1.8485 0.1390
C -2.9361 -2.8444 1.5717
C -3.5169 -1.1623 -0.8758
C -4.2206 0.1438 -0.4593
C -4.4733 0.1372 1.0443
C -3.4372 1.3970 -0.8487
As -1.7284 1.8931 0.0425
C -2.4621 2.7558 1.6888
C -1.5510 3.5725 -0.9972
C -5.5618 0.1305 -1.2329
As -6.8810 1.6190 -1.4777
C -5.9135 2.8219 -2.7174
C -6.7860 2.7619 0.1389
H -1.2790 -3.1216 -1.9604
H -2.6214 -3.9836 -1.1574
H -0.9582 -4.0867 -0.5247
H -3.9168 -3.1450 1.2054
H -3.0615 -2.2402 2.4668
H -2.3711 -3.7401 1.8313
H -4.2562 -1.9783 -0.8823
H -3.1470 -1.0474 -1.9001
H -3.5095 0.0857 1.5592
H -5.0789 -0.7240 1.3307
H -4.9925 1.0457 1.3457
H -4.0863 2.2645 -0.7029
H -3.1825 1.3385 -1.9076
H -3.4717 3.1429 1.5457
H -1.8067 3.5803 1.9710
H -2.4593 2.0370 2.5050
H -2.4518 4.1928 -0.9560
H -1.3405 3.3032 -2.0295
H -0.7095 4.1532 -0.6150
H -6.1697 -0.6900 -0.8244
H -5.3543 -0.1498 -2.2767
H -5.4382 2.2314 -3.4986
H -5.1523 3.4116 -2.2150
H -6.6197 3.5027 -3.1963
H -7.1918 2.2301 0.9979
H -7.4070 3.6424 -0.0318
H -5.7762 3.0910 0.3673
C 0.5862 -1.9602 2.7173
C 0.3966 -0.6146 3.4141
O -0.5274 0.1901 2.7433
H 1.4299 -2.5089 3.1271
H 0.7662 -1.7650 1.6540
H -0.3152 -2.5700 2.7878
H 1.3784 -0.1140 3.4880
H 0.0111 -0.7448 4.4358
H -0.2509 0.2069 1.7728
C -1.1783 0.9208 -5.1001
N -0.2487 0.0375 -4.4465
C 0.6096 -0.7452 -5.1410
C 1.4620 -1.5600 -4.5001
C 1.4459 -1.6070 -3.0411
O 2.2020 -2.3828 -2.4299
N 0.5839 -0.8000 -2.3887
C -0.2445 0.0179 -3.0229
O -1.0430 0.7778 -2.4831
H -0.9946 0.9260 -6.1758
H -1.0633 1.9315 -4.7013
H -2.2077 0.6023 -4.9049
H 0.5538 -0.6667 -6.2228
H 2.1575 -2.1858 -5.0324
C 5.3111 -2.4344 5.6919
C 5.5549 -2.4349 4.2111
C 4.5253 -2.6638 3.3084
C 4.7467 -2.6664 1.9443
C 6.0224 -2.4121 1.4445
N 6.3249 -2.3880 0.0882
C 5.4740 -2.4000 -1.0204
O 5.8359 -2.9864 -2.0222
N 4.3041 -1.7298 -0.9251
C 3.9357 -0.6916 -0.0822
C 4.8324 0.2031 0.5011
C 4.3230 1.2529 1.2482
C 2.9517 1.3812 1.3943
N 2.0909 0.5182 0.8708
C 2.5683 -0.4896 0.1561
C 7.0632 -2.2002 2.3489
C 6.8308 -2.2094 3.7086
H 4.3765 -2.9371 5.9310
H 5.2558 -1.4096 6.0630
H 6.1215 -2.9411 6.2155
H 3.5285 -2.8525 3.6818
H 3.9337 -2.8853 1.2717
H 7.2575 -2.7020 -0.1466
H 3.5566 -2.0126 -1.5974
H 5.8978 0.1057 0.3520
H 4.9883 1.9641 1.7190
H 2.5233 2.2069 1.9483
H 1.8207 -1.1620 -0.2799
H 8.0615 -2.0314 1.9678
H 7.6532 -2.0365 4.3907
*
```